The following is a quantum chemistry calculation of C3H4N2 as an isolated structure, from the OMol25 dataset.

The geometry in XYZ format:
```
9
Properties=species:S:1:pos:R:3:nbo_charge:R:1
H -0.2669 1.4875 -1.3507 0.413
N -0.0203 0.7356 -0.7203 -0.320
C 0.2672 -1.3751 0.1497 -0.326
C 0.1275 -0.6003 -0.9982 -0.090
N 0.0348 1.0038 0.5698 -0.278
C 0.2086 -0.3344 1.1107 -0.242
H 0.4356 -0.3500 2.1747 0.240
H 0.1091 -0.8924 -2.0445 0.210
H -0.8957 0.3252 1.1088 0.393
```

Output
Kohn-Sham gap	8.822	eV
HOMO energy	-8.067	eV
total charge	0
E	-226.0444	hartree
maximum force	0.00929	hartree/bohr
relative energy (zero: lowest compared OMol25 entry of this formula, charge and spin)	113.44	kcal/mol



The following is a quantum chemistry calculation of a 8-piece molecular cluster, C42H71N2O16 overall, from the OMol25 dataset.

The geometry in XYZ format:
```
131
Properties=species:S:1:pos:R:3:mulliken_charge:R:1
O 2.7614 -0.4186 -3.6828 -0.220
H -4.9267 5.9095 -1.2013 0.250
H -4.3383 7.0657 -2.3995 0.342
C 5.2553 2.1908 2.8551 0.358
H 1.9570 -3.5964 -3.3408 0.384
C 1.0389 -6.6723 2.0392 -0.350
H 2.2202 1.6495 4.1906 0.268
O 1.5666 4.6342 -2.6709 -0.422
C 2.3937 4.2170 -3.7872 -0.652
N -2.7397 -1.1456 0.7992 0.074
H -1.6570 1.0709 1.2484 0.406
H 4.9264 0.3218 0.3422 0.215
H -3.8941 -7.1165 -5.1248 0.321
H 1.1599 -2.5675 -4.5332 0.314
C -2.0293 7.9337 1.2248 0.537
H -0.3884 -8.5725 0.4711 0.295
C -1.5525 7.0129 2.3329 -0.541
H -0.8638 5.7021 -0.0953 -0.005
H -1.0889 -0.4421 -1.3043 -0.164
H -0.5370 1.7505 3.1669 0.339
H -0.9164 -0.9346 5.1503 0.056
H -2.4437 -9.0729 -5.3522 0.268
H 6.8493 1.7592 0.5282 0.274
H 2.1527 1.4747 1.7320 0.671
H -2.2773 6.2003 2.4202 0.231
C -1.9208 -6.4480 -4.3840 -0.387
O -6.7622 7.8422 -0.3144 -0.344
H 7.3205 2.7429 2.6820 0.335
H 1.1971 1.5052 -2.3363 -0.501
H -3.4519 -1.7032 1.2556 0.286
C 1.4301 -2.7009 2.4401 -1.004
C 5.3352 0.4572 1.3412 -0.224
H 1.0999 -1.0589 -2.6624 -0.357
H 1.5511 3.2418 4.4928 0.369
H 1.1569 -1.9546 3.1907 0.351
H -0.0820 -7.5472 -0.9473 -0.145
H 3.1900 -3.0120 3.2467 0.372
C 0.8232 3.6159 -2.2376 0.515
H 2.0041 -8.1778 0.7373 0.380
N -1.9978 1.5058 -1.3341 -0.596
C 1.1624 2.3585 -3.0115 0.457
H -2.6336 -2.4477 3.1476 0.212
H -3.2092 -9.4397 -3.7952 0.324
C -1.0019 0.3876 0.6883 -0.539
H -6.6377 7.4468 -3.2091 0.243
O -0.8758 -5.1996 2.4410 -0.644
H -1.5716 -3.6932 5.4032 0.286
O -1.3556 -0.8607 2.7100 -0.233
C 0.3784 1.0322 0.6169 0.077
C 2.0251 -2.6506 -3.8739 -0.547
C 6.7347 1.0655 1.3619 -0.572
C -0.5388 -2.2318 0.8280 -1.446
H 4.1717 -2.9385 -4.2018 0.274
H 0.9902 -3.6701 2.6950 0.264
C -0.0166 -7.6034 0.1353 0.018
H -3.7034 -7.1215 -3.3703 0.266
H 2.6963 2.1931 -4.5894 0.336
C -0.8796 -7.3372 -3.7302 0.603
C -5.1552 6.8453 -1.7154 -0.420
C -1.8358 -2.7623 5.9133 -1.213
H -1.6000 -6.2618 -5.4109 0.275
H -0.9282 -2.7885 3.4048 -0.044
C -2.6158 -8.7096 -4.3378 -0.461
C -1.6886 -2.0143 3.5053 0.007
C 2.5039 2.7006 -3.6484 -0.436
O 2.8563 -2.8189 2.3661 -0.573
H 1.0003 0.5504 -0.1490 -0.326
H 2.6538 -1.6493 -2.0335 0.080
O -8.6508 7.0410 -1.1969 -0.576
H -3.8793 -0.4608 -0.7999 0.515
C 3.3091 -2.4740 -4.6832 -0.557
H 0.5096 6.8036 -0.2480 0.296
C 1.2840 2.2113 4.2542 -1.301
C -1.6929 0.2458 -0.6844 0.620
H -1.1864 2.1220 -1.2689 -0.073
H 1.4818 -1.3922 0.7453 -0.143
C -0.3189 -6.0486 1.7938 0.665
C -6.5275 6.7510 -2.3751 -0.438
H 7.5192 0.3160 1.2898 0.348
H 0.5856 7.2187 2.1276 0.313
C 1.1319 1.1472 1.9421 -0.386
C 0.4775 2.1015 2.9452 0.306
O -1.3381 -8.6026 -3.6796 -0.352
H 0.2114 2.0515 0.2444 0.458
C 1.3706 -7.2963 0.6854 -0.618
H 7.0171 1.2216 3.5287 0.254
H -6.8043 5.7569 -2.7155 0.294
H -2.6683 -0.9227 5.0799 0.402
C -2.9244 -0.4931 -0.2813 -0.445
H 5.2833 -0.4962 1.8717 0.193
H -2.1339 1.3460 -2.3271 0.395
H 0.7168 1.8127 5.1014 0.282
O 0.2026 -7.0424 -3.3074 -0.608
H -1.9811 -5.4973 -3.8610 0.231
C -5.3763 7.9564 -0.6912 -0.199
C -1.2791 -0.9882 1.3564 0.917
O 0.0233 3.7382 -1.3424 -0.441
C -0.4014 6.6016 0.3092 -0.071
C 3.5246 -0.9748 -4.6705 0.416
O -2.9209 8.7302 1.2543 -0.602
H 0.3676 3.0911 2.4850 -0.419
H 3.2518 -2.8318 -5.7070 0.341
H 0.9286 -7.4135 2.8334 0.335
H -2.8268 -2.8967 6.3524 0.327
H -1.1327 -2.6320 6.7387 0.352
H 0.3792 2.1922 -3.7556 0.278
C -7.4690 7.1999 -1.2696 0.492
H 3.3141 2.4489 -2.9643 0.249
H 0.0772 5.5304 2.1566 -0.084
O 4.5039 1.4056 2.0352 -0.194
H -4.7627 7.8591 0.1965 0.146
C -0.1997 6.5275 1.8203 -0.075
C 0.9789 -2.3102 1.0420 -0.047
H 1.7468 -5.9149 2.3690 0.208
C 6.7187 1.8386 2.6789 -0.475
C 2.0813 -1.4431 -2.9414 0.406
H 1.8890 4.5210 -4.7050 0.290
C -3.1897 -7.2959 -4.3164 -0.475
H 1.3557 -3.0967 0.3753 0.685
O -1.3056 7.7059 0.1064 -0.392
H -1.5218 7.5502 3.2765 0.377
H 1.2188 0.1679 2.4135 -0.284
H -0.9948 -3.1357 1.2417 0.409
H 3.3391 4.7449 -3.7092 0.347
H -5.2125 8.9454 -1.1224 0.197
C -1.7925 -1.5636 4.9507 -0.179
O 4.2221 -0.3003 -5.3604 -0.561
H -0.7202 -2.2843 -0.2536 0.701
O -0.8736 -6.5753 0.6926 -0.322
H 1.8648 -6.5603 0.0498 0.259
O 4.7515 2.9979 3.5741 -0.558
```

Output
Kohn-Sham gap	7.600	eV
HOMO energy	-11.032	eV
total charge	+1
E	-2956.1822	hartree
maximum force	0.00932	hartree/bohr



Copy entry 1 word for word.
The following is a quantum chemistry calculation of C3H4N2 as an isolated structure, from the OMol25 dataset.

The geometry in XYZ format:
```
9
Properties=species:S:1:pos:R:3:nbo_charge:R:1
H -0.2669 1.4875 -1.3507 0.413
N -0.0203 0.7356 -0.7203 -0.320
C 0.2672 -1.3751 0.1497 -0.326
C 0.1275 -0.6003 -0.9982 -0.090
N 0.0348 1.0038 0.5698 -0.278
C 0.2086 -0.3344 1.1107 -0.242
H 0.4356 -0.3500 2.1747 0.240
H 0.1091 -0.8924 -2.0445 0.210
H -0.8957 0.3252 1.1088 0.393
```

Output
Kohn-Sham gap	8.822	eV
HOMO energy	-8.067	eV
total charge	0
E	-226.0444	hartree
maximum force	0.00929	hartree/bohr
relative energy (zero: lowest compared OMol25 entry of this formula, charge and spin)	113.44	kcal/mol



Which of these has the highest maximum force?
C42H71N2O16



Among the records above, which one has the highest E?
C3H4N2